# 1
ORCA calculation (ωB97M-V/def2-TZVPD) on a 10-piece molecular cluster, C4H26NO12 overall at a distorted geometry.

Geometry as ORCA input:
```
! RIJCOSX wB97M-V def2-TZVPD def2/J DEFGRID3
* xyz 1 1
O 2.319 2.933 -1.576
C 1.660 2.395 -0.723
C 0.624 1.356 -1.218
C -0.750 2.000 -0.980
C -1.887 1.013 -0.970
O -2.932 1.431 -1.688
O -1.882 -0.044 -0.381
N 0.780 0.121 -0.350
H 1.837 2.603 0.339
H 0.906 1.160 -2.239
H -1.091 2.830 -1.602
H -0.769 2.573 -0.020
H -3.659 0.793 -1.606
H 0.215 -0.602 -0.790
H 1.763 -0.211 -0.412
H 0.651 0.329 0.640
H -0.709 0.254 2.705
H 0.075 1.229 3.754
O 0.132 0.657 2.995
H 4.114 0.161 -0.679
H 4.205 -1.289 -0.396
O 3.546 -0.577 -0.390
H -2.597 3.510 1.758
H -2.270 4.283 0.698
O -1.769 3.652 1.255
H -0.135 -3.387 0.669
H 1.022 -3.952 1.326
O 0.530 -3.124 1.305
H -2.110 -2.353 0.455
H -3.011 -2.695 1.585
O -2.543 -3.109 0.860
H 1.460 -2.575 -2.706
H 2.369 -1.306 -2.263
O 1.485 -1.698 -2.294
H 1.662 1.531 2.251
H 3.052 0.685 2.188
O 2.423 1.244 1.724
H -1.606 -3.805 -2.732
H -1.454 -3.811 -1.265
O -0.926 -3.995 -2.061
H -0.299 -1.785 2.204
H -0.973 -1.787 3.441
O -1.179 -1.484 2.539
*
```

F_max: 2.56 eV/Å
E_HOMO: -13.099 eV
Kohn-Sham gap: 0.3870 hartree

Atom charges from the Mulliken analysis, given in e for atoms 1 to 6:
1 O -0.4824
2 C -0.1963
3 C 0.4055
4 C -0.8054
5 C 0.5533
6 O -0.4800


# 2
ORCA calculation (ωB97M-V/def2-TZVPD) on C4H26O9 as an isolated structure at a distorted geometry.

Geometry as ORCA input:
```
! RIJCOSX wB97M-V def2-TZVPD def2/J DEFGRID3
* xyz 0 1
C -1.465 1.716 0.842
O -2.796 1.281 0.577
H -1.350 2.036 1.877
H -0.742 0.920 0.667
H -1.297 2.497 0.100
H -3.330 2.067 0.715
C 1.448 -1.052 1.479
O 2.524 -1.461 2.378
H 0.934 -1.929 1.084
H 0.701 -0.426 1.968
H 1.784 -0.531 0.582
H 2.169 -1.997 3.090
C -1.919 -1.864 -1.637
O -2.691 -1.675 -0.456
H -0.883 -1.527 -1.596
H -1.800 -2.912 -1.915
H -2.453 -1.543 -2.531
H -2.939 -0.748 -0.424
C 2.180 1.306 -1.548
O 3.251 1.877 -0.808
H 2.275 0.246 -1.785
H 1.206 1.361 -1.061
H 2.117 1.749 -2.542
H 3.154 1.535 0.083
O 0.083 0.800 2.539
H 0.319 0.620 1.629
H -0.663 0.226 2.712
O 0.755 0.952 0.649
H 0.557 1.849 0.378
H 1.566 1.027 1.152
O -0.899 -1.927 0.647
H -0.463 -1.192 0.216
H -1.765 -1.965 0.241
O -0.183 -0.210 -2.270
H -0.043 0.511 -2.883
H 0.378 -0.914 -2.594
O -0.177 -0.445 -0.330
H -0.112 -0.285 -1.271
H 0.566 0.027 0.046
*
```

F_max: 14.67 eV/Å
E_HOMO: -7.315 eV
Kohn-Sham gap: 0.2515 hartree

Atom charges from the Mulliken analysis, given in e for atoms 1 to 6:
1 C 0.2353
2 O -0.5479
3 H 0.4671
4 H -0.2896
5 H 0.3746
6 H 0.3187


# 3
ORCA calculation (ωB97M-V/def2-TZVPD) on a 10-piece molecular cluster, C4H27NO10 overall at a distorted geometry.

Geometry as ORCA input:
```
! RIJCOSX wB97M-V def2-TZVPD def2/J DEFGRID3
* xyz 0 1
C 1.294 2.024 2.364
C 2.469 1.039 2.508
C 2.301 -0.250 1.694
N 1.036 -0.546 1.037
C 1.044 -1.270 -0.084
O 2.018 -1.785 -0.612
H 1.275 2.364 1.311
H 1.518 2.939 2.890
H 0.317 1.629 2.622
H 2.538 0.767 3.563
H 3.396 1.528 2.243
H 2.578 -1.143 2.270
H 3.142 -0.284 0.994
H 0.209 -0.072 1.348
H 0.057 -1.400 -0.555
O -0.189 -0.153 -3.044
H -0.029 -1.090 -3.085
H -0.504 0.162 -3.912
O -1.371 1.560 -0.259
H -1.196 2.161 -0.972
H -0.518 1.480 0.191
O 0.250 -3.481 -1.882
H 1.178 -3.310 -2.056
H 0.319 -4.246 -1.329
O -3.117 -1.830 0.290
H -2.698 -2.416 -0.354
H -3.051 -0.936 -0.089
O -1.605 -0.922 2.417
H -1.948 -1.790 2.164
H -2.189 -0.307 1.976
O 1.076 1.841 -1.519
H 0.535 1.086 -1.777
H 2.022 1.615 -1.441
O -3.210 2.048 1.642
H -2.813 1.865 0.772
H -2.854 1.763 2.461
O 3.520 0.827 -1.410
H 3.395 -0.080 -1.701
H 3.216 0.828 -0.504
O -3.742 0.618 -1.724
H -3.187 -0.007 -2.175
H -3.117 1.348 -1.751
*
```

F_max: 2.54 eV/Å
SMILES string: CCCNC=O.O.O.O.O.O.O.O.O.O
E_HOMO: -10.122 eV
Kohn-Sham gap: 0.3717 hartree

Atom charges from the Mulliken analysis, given in e for atoms 1 to 6:
1 C -1.0824
2 C -0.3493
3 C -0.8154
4 N 0.4006
5 C -0.1429
6 O -0.7259


# 4
ORCA calculation (ωB97M-V/def2-TZVPD) on a 10-piece molecular cluster, C4H27NO11S overall at a distorted geometry.

Geometry as ORCA input:
```
! RIJCOSX wB97M-V def2-TZVPD def2/J DEFGRID3
* xyz 0 1
C -1.282 0.738 1.887
C -1.359 1.048 0.376
C -2.219 2.236 0.044
S -4.001 1.945 -0.178
N -0.037 1.406 -0.057
C 0.859 2.269 0.512
O 0.905 2.886 1.538
O 1.908 2.563 -0.351
H -0.743 -0.216 1.848
H -0.861 1.506 2.637
H -2.133 0.521 2.481
H -1.570 0.077 -0.056
H -1.929 2.849 -0.816
H -1.935 2.855 1.025
H -4.530 1.316 0.844
H 0.469 0.713 -0.661
H 2.632 3.155 -0.275
O 3.426 -2.147 0.952
H 2.807 -2.841 1.189
H 2.761 -1.523 0.737
O 1.510 -0.414 3.434
H 1.729 0.296 2.866
H 0.954 -0.988 2.903
O -0.079 -2.190 -2.389
H -0.185 -3.167 -2.237
H -0.752 -2.034 -3.060
O 2.444 -0.728 -2.773
H 1.915 -0.908 -1.980
H 2.556 -1.540 -3.270
O 2.567 0.256 0.650
H 2.943 0.622 -0.159
H 3.070 0.524 1.384
O -4.376 -1.103 -0.250
H -4.652 -1.055 -1.188
H -3.455 -1.385 -0.373
O -2.344 -2.976 0.176
H -1.950 -3.838 0.169
H -2.587 -2.699 1.054
O 0.581 -1.576 0.152
H 0.500 -1.615 -0.802
H 1.132 -0.802 0.426
O 1.998 2.262 -3.048
H 1.474 2.378 -2.196
H 1.838 1.325 -3.166
*
```

F_max: 4.41 eV/Å
SMILES string: C[C@@H](CS)NC(=O)O.O.O.O.O.O.O.O.O.O
E_HOMO: -8.778 eV
Kohn-Sham gap: 0.3075 hartree

Atom charges from the Mulliken analysis, given in e for atoms 1 to 6:
1 C -1.0998
2 C 0.6200
3 C -0.7245
4 S -0.2376
5 N 0.1804
6 C 0.4854


# 5
ORCA calculation (ωB97M-V/def2-TZVPD) on a 10-piece molecular cluster, C4H27NO9 overall at a distorted geometry.

Geometry as ORCA input:
```
! RIJCOSX wB97M-V def2-TZVPD def2/J DEFGRID3
* xyz 0 1
C 0.685 -0.741 2.911
N 1.023 -0.762 1.671
C 1.282 0.375 0.796
C -0.021 0.849 0.129
C 0.188 1.447 -1.285
H 0.562 0.024 3.600
H 0.448 -1.672 3.330
H 1.676 1.328 1.313
H 2.060 0.042 0.028
H -0.691 -0.016 0.089
H -0.595 1.519 0.752
H -0.682 1.333 -1.963
H 0.040 2.528 -1.432
H 1.170 1.006 -1.667
O 2.986 -1.458 -1.032
H 3.350 -2.378 -0.864
H 2.295 -1.463 -0.303
O -0.556 1.958 2.857
H 0.057 2.236 2.183
H -0.751 2.955 3.109
O -2.608 -1.361 0.031
H -2.935 -1.293 -0.821
H -2.018 -2.156 0.241
O -2.727 1.191 1.436
H -2.068 1.364 2.178
H -2.489 0.238 1.090
O 3.360 0.039 -3.150
H 4.095 0.113 -2.606
H 2.772 -0.475 -2.590
O -1.673 3.662 1.274
H -1.876 4.356 0.602
H -2.376 3.013 1.124
O -1.546 -0.937 -2.591
H -1.265 -0.988 -3.463
H -1.516 -0.073 -2.273
O -0.787 -3.200 0.756
H -0.141 -2.569 1.334
H -0.224 -3.159 -0.147
O 0.446 -2.636 -2.233
H 1.376 -2.170 -2.167
H -0.326 -2.073 -2.249
*
```

F_max: 4.88 eV/Å
SMILES string: C=NCCC.O.O.O.O.O.O.O.O.O
E_HOMO: -10.243 eV
Kohn-Sham gap: 0.3847 hartree

Atom charges from the Mulliken analysis, given in e for atoms 1 to 6:
1 C -0.2255
2 N -0.4638
3 C -0.5923
4 C 1.3401
5 C -1.2646
6 H 0.3412


# 6
ORCA calculation (ωB97M-V/def2-TZVPD) on a 10-piece molecular cluster, C4H28N2O11 overall at a distorted geometry.

Geometry as ORCA input:
```
! RIJCOSX wB97M-V def2-TZVPD def2/J DEFGRID3
* xyz 1 2
O -3.258 -0.828 -0.522
C -2.351 -1.587 -0.463
O -2.387 -2.666 -1.306
C -1.181 -1.659 0.546
C -1.827 -1.901 1.887
C -0.757 -1.939 2.985
N 0.409 -2.758 2.599
N -0.483 -0.314 0.598
H -3.238 -2.605 -1.823
H -0.546 -2.453 0.181
H -2.592 -1.166 2.135
H -2.314 -2.886 1.964
H -1.259 -2.399 3.852
H -0.394 -0.913 3.085
H 1.043 -2.342 1.922
H 0.132 -3.687 2.342
H -1.117 0.412 0.917
H 0.155 -0.198 -0.202
H -2.105 2.170 -0.299
H -3.245 1.158 0.024
O -2.542 1.685 0.394
H 4.393 -2.665 -0.353
H 3.271 -3.436 -0.827
O 3.445 -2.473 -0.714
H 2.764 3.589 -0.908
H 2.438 2.634 0.269
O 2.857 3.426 0.032
H 1.944 0.069 1.372
H 2.798 0.621 2.419
O 2.217 0.940 1.699
H 0.538 1.883 -1.939
H 1.482 0.757 -1.872
O 0.492 0.919 -1.975
H -0.985 0.240 -3.300
H -0.765 -1.414 -3.201
O -1.199 -0.645 -3.518
H -0.668 3.276 -3.432
H -1.616 3.256 -2.244
O -0.875 3.727 -2.630
H 2.018 4.118 2.257
H 1.374 2.624 2.436
O 1.765 3.401 2.809
H 3.252 1.050 -0.681
H 3.272 -0.444 -0.840
O 2.860 0.347 -1.175
*
```

F_max: 4.11 eV/Å
E_HOMO (spin up / spin down): -13.259 / -13.153 eV
Kohn-Sham gap (spin up / spin down): 0.3701 / 0.1834 hartree

Atom charges from the Mulliken analysis, given in e for atoms 1 to 6:
1 O -0.5667
2 C 0.1938
3 O -0.4679
4 C 0.3047
5 C -0.9388
6 C -0.6773


# 7
ORCA calculation (ωB97M-V/def2-TZVPD) on a 12-piece molecular cluster, C4H28O12 overall at a distorted geometry.

Geometry as ORCA input:
```
! RIJCOSX wB97M-V def2-TZVPD def2/J DEFGRID3
* xyz 0 1
C -0.241 -0.799 -0.394
C -1.151 -0.031 0.196
C -2.588 -0.349 0.487
C -3.292 -1.463 0.354
O -3.016 0.823 1.111
H -0.186 -1.767 -0.868
H 0.716 -0.298 -0.420
H -0.904 0.987 0.468
H -4.235 -1.637 0.863
H -3.087 -2.284 -0.322
H -3.846 0.737 1.595
O -1.164 -4.228 -2.470
H -2.036 -3.956 -2.200
H -0.688 -3.404 -2.757
O -0.847 2.872 -2.121
H -1.778 2.742 -2.319
H -0.746 2.887 -1.151
O -0.323 -0.553 3.549
H -0.616 -0.618 4.449
H -0.544 0.335 3.172
O 0.490 3.666 1.322
H 1.216 2.985 1.296
H 0.578 4.436 1.868
O 2.925 0.582 -1.099
H 2.981 -0.368 -0.784
H 2.207 0.502 -1.743
O 3.189 -1.795 -0.066
H 2.918 -1.715 0.868
H 4.080 -2.124 -0.073
O 2.363 1.748 1.120
H 2.178 0.986 1.660
H 2.768 1.456 0.252
O 0.387 0.626 -3.049
H 0.036 1.334 -2.449
H 0.206 0.965 -3.941
O -0.012 -1.957 -3.612
H 0.182 -1.002 -3.498
H 0.799 -2.331 -3.955
O -0.838 1.988 2.907
H -0.416 2.673 2.330
H -1.788 2.103 2.755
O 1.702 -1.488 2.095
H 1.109 -0.936 2.649
H 1.311 -2.330 1.924
*
```

F_max: 2.18 eV/Å
SMILES string: C=CC(=C)O.O.O.O.O.O.O.O.O.O.O.O
E_HOMO: -8.782 eV
Kohn-Sham gap: 0.3319 hartree

Atom charges from the Mulliken analysis, given in e for atoms 1 to 6:
1 C -0.8968
2 C 0.8392
3 C 0.4402
4 C -1.0452
5 O -0.4324
6 H 0.4074


# 8
ORCA calculation (ωB97M-V/def2-TZVPD) on a 9-piece molecular cluster, C4H29N2O8S2 overall at a distorted geometry.

Geometry as ORCA input:
```
! RIJCOSX wB97M-V def2-TZVPD def2/J DEFGRID3
* xyz 1 1
N -1.421 0.429 -2.179
C -0.900 1.485 -3.137
C 0.495 1.873 -2.782
S 1.765 0.657 -3.217
S 2.043 -0.334 -1.513
C 3.150 0.516 -0.353
C 2.331 0.879 0.883
N 1.836 -0.206 1.711
H -2.298 0.146 -2.572
H -1.484 0.798 -1.204
H -0.849 -0.445 -2.144
H -1.663 2.261 -3.066
H -1.144 1.150 -4.148
H 0.398 2.175 -1.735
H 0.797 2.818 -3.228
H 3.632 1.366 -0.826
H 3.947 -0.198 -0.156
H 2.870 1.671 1.405
H 1.427 1.405 0.545
H 1.507 -1.009 1.189
H 2.421 -0.468 2.490
H -2.809 0.951 0.574
H -1.432 1.297 1.166
O -1.958 1.388 0.344
H 0.431 0.417 2.240
H -0.285 1.452 3.156
O -0.457 0.773 2.492
H 0.094 -2.697 -1.995
H -0.286 -2.251 -0.523
O -0.343 -2.003 -1.470
H 0.951 -5.076 -2.079
H 0.578 -4.647 -3.462
O 0.786 -4.278 -2.595
H 1.304 4.075 2.928
H 0.990 3.285 1.651
O 0.978 3.226 2.610
H -3.459 -0.754 1.979
H -4.600 0.263 1.701
O -3.895 -0.242 1.284
H -0.696 -2.238 1.871
H -0.473 -3.333 0.848
O -0.125 -2.468 1.103
H -1.356 -1.883 4.040
H -1.178 -0.679 2.993
O -1.621 -1.546 3.181
*
```

F_max: 1.95 eV/Å
E_HOMO: -11.509 eV
Kohn-Sham gap: 0.3473 hartree

Atom charges from the Mulliken analysis, given in e for atoms 1 to 6:
1 N 0.2228
2 C -0.6361
3 C -0.3785
4 S -0.0858
5 S 0.0317
6 C -0.7719


# 9
ORCA calculation (ωB97M-V/def2-TZVPD) on a 11-piece molecular cluster, C4H29NO10 overall at a distorted geometry.

Geometry as ORCA input:
```
! RIJCOSX wB97M-V def2-TZVPD def2/J DEFGRID3
* xyz 0 1
C -2.975 1.006 -0.312
C -2.347 -0.062 0.160
C -0.872 -0.234 -0.050
N -0.332 -1.268 0.851
C 1.152 -1.430 0.789
H -4.027 1.104 -0.223
H -2.444 1.793 -0.812
H -2.877 -0.844 0.690
H -0.374 0.748 0.060
H -0.734 -0.544 -1.099
H -0.488 -0.982 1.806
H 1.698 -0.578 1.202
H 1.376 -1.533 -0.284
H 1.466 -2.352 1.217
O -2.872 -1.868 -2.737
H -2.061 -2.389 -2.706
H -2.768 -1.094 -3.295
O 1.161 1.635 -3.212
H 0.551 0.928 -3.439
H 1.930 1.403 -3.747
O 1.376 -1.599 -3.189
H 0.732 -1.902 -3.815
H 1.481 -2.175 -2.424
O -0.716 -3.216 -1.188
H -0.668 -2.599 -0.439
H -1.181 -4.026 -0.972
O -0.078 2.767 1.633
H 0.734 2.580 1.096
H -0.700 2.321 1.040
O -0.857 1.378 3.689
H -0.273 1.910 3.084
H -1.473 2.080 3.946
O 3.447 0.368 1.826
H 2.984 0.856 2.513
H 4.262 -0.058 2.099
O 1.442 2.347 -0.621
H 2.417 2.278 -0.543
H 1.276 1.967 -1.513
O -2.929 -0.614 3.676
H -2.215 -0.112 3.234
H -2.402 -1.360 4.004
O 3.735 0.688 -0.957
H 3.225 0.155 -0.338
H 4.581 1.038 -0.687
*
```

F_max: 2.16 eV/Å
SMILES string: C=CCNC.O.O.O.O.O.O.O.O.O.O
E_HOMO: -9.352 eV
Kohn-Sham gap: 0.3452 hartree

Atom charges from the Mulliken analysis, given in e for atoms 1 to 6:
1 C -1.1977
2 C 0.0622
3 C 1.3731
4 N -0.6012
5 C -0.3881
6 H 0.3078